Computed, not measured: a 2-piece molecular cluster, C8H15I overall, with ωB97M-V/def2-TZVPD.

Output
**E_HOMO**: -8.171 eV
**Energy relative to the best compared isomer or geometry (same formula, charge and spin)**: 164.3 kJ/mol
**F_max**: 5.2 eV Å⁻¹
**2S+1**: 1
**Orbital gap**: 8.51 eV
**Charge**: 0

Geometry as XYZ:
```
24
Properties=species:S:1:pos:R:3:forces:R:3:lowdin_charge:R:1
C -0.7975 -2.5763 -0.3098 -1.60 0.08 2.42 -0.071
C 0.0104 -1.5626 -0.6247 -0.37 -2.51 0.02 -0.291
C 1.8271 0.1000 -0.2484 -0.66 -1.37 -0.04 -0.050
C 0.3848 -0.9063 1.7371 -0.95 2.46 -2.13 -0.049
C -0.5584 1.9265 0.8756 -0.02 1.24 0.19 -0.180
C -0.4539 1.3569 -1.5668 -1.08 -0.98 -1.67 -0.169
C 0.5274 -0.5830 0.2628 -1.40 4.31 -0.58 -0.417
C -0.8221 0.9265 -0.1327 2.50 -4.13 -1.87 -0.669
I -2.8470 -0.1264 -0.0214 1.14 1.58 0.00 0.811
H -1.2256 -3.3258 -0.9928 0.46 0.61 0.18 0.064
H -1.2821 -2.5514 0.7581 1.16 -0.66 -2.18 0.056
H 0.3139 -1.5462 -1.6233 0.68 0.30 -1.57 0.086
H 2.7181 -0.4553 0.0332 0.08 -0.36 0.14 0.082
H 1.7907 0.0953 -1.3473 0.18 0.21 0.43 0.076
H 1.9855 1.0899 0.1366 -0.16 0.55 0.11 0.061
H 0.7116 -0.0621 2.3255 0.04 -0.06 0.44 0.083
H -0.6578 -1.1593 1.8539 -0.06 -0.15 0.80 0.041
H 1.0288 -1.6977 1.7352 1.56 -2.52 1.33 0.064
H -1.3286 2.6297 0.6228 -0.21 1.32 0.59 0.073
H 0.4556 2.4070 0.7888 -0.99 -0.55 -0.07 0.110
H -0.7206 1.5529 1.8644 -0.08 -0.05 0.69 0.063
H -1.0419 2.1487 -2.0276 -0.82 0.18 0.52 0.067
H -0.5466 0.5355 -2.3567 0.07 0.70 1.36 0.096
H 0.5281 1.7835 -1.7427 0.50 -0.23 0.87 0.065
```
Positions in Å, forces in eV/Å.